[1]
The following is a quantum chemistry calculation of a molecular structure, C23H74F2N2O19S2V at a distorted geometry, from the OMol25 dataset.

Last column: Mulliken charge in e.
Atoms and positions in Å:
V1 12.3575 -7.0630 9.4675  1.338
N1 12.2224 -5.2388 10.1672  1.717
S1 12.9914 -3.8736 9.9983  -0.803
O1 13.7420 -3.3822 11.1348  -0.342
O2 12.6337 -2.9779 8.9363  -0.251
F1 14.2011 -4.6927 9.2735  -0.077
S2 11.0838 -4.2685 11.1142  -0.192
O3 10.1775 -3.4336 10.3353  -0.457
O4 11.4327 -3.9801 12.5345  -0.058
F2 10.0193 -5.4814 11.3003  -0.022
C1 16.6007 -9.7207 9.6138  -1.508
C2 15.3267 -9.8074 10.5218  1.108
C3 15.5223 -10.6713 11.8226  -1.135
C4 16.4011 -9.9977 12.8385  -0.887
C5 15.8490 -8.6074 13.2387  -1.297
C6 15.5677 -7.6792 11.9929  1.554
N2 14.8268 -8.4388 10.9259  0.259
O5 14.4427 -7.6197 9.8262  0.866
C7 16.8926 -6.9841 11.5691  -1.027
C8 14.6489 -6.5528 12.6448  -1.889
C9 14.2541 -10.6900 9.7792  -1.654
H1 16.6011 -8.9958 8.7998  0.142
H2 16.7796 -10.6623 9.0946  0.540
H3 17.5220 -9.6410 10.1909  0.365
H4 15.8895 -11.6583 11.5413  0.497
H5 14.5581 -10.8796 12.2862  0.336
H6 17.4096 -9.8515 12.4517  0.345
H7 16.5123 -10.5807 13.7527  0.473
H8 16.6287 -8.1832 13.8714  0.503
H9 14.9791 -8.7652 13.8762  0.377
H10 17.3370 -6.1879 12.1664  0.425
H11 16.7721 -6.5434 10.5794  -0.004
H12 17.7462 -7.6614 11.5972  0.378
H13 14.3061 -5.8009 11.9340  -0.393
H14 15.1548 -6.1182 13.5069  0.767
H15 13.7875 -7.0544 13.0857  0.287
H16 14.0643 -10.3382 8.7651  0.245
H17 13.3429 -10.6389 10.3751  0.303
H18 14.5104 -11.7454 9.6878  0.512
C10 8.7382 -0.6163 11.5290  -0.116
O6 7.5643 -1.2384 12.0747  -0.563
H19 9.4963 -1.3990 11.5030  -0.195
H20 8.5978 -0.2894 10.4987  0.157
H21 9.1409 0.2422 12.0665  0.344
H22 7.7253 -1.2559 13.0209  0.383
C11 15.7903 -1.0429 8.4037  -0.315
O7 16.8564 -1.9618 8.2638  -0.637
H23 15.2476 -0.8406 7.4804  0.261
H24 15.1297 -1.5012 9.1396  -0.113
H25 16.1277 -0.0876 8.8059  0.364
H26 17.1628 -2.3414 9.0906  0.463
C12 10.7067 -6.5404 14.7697  -0.261
O8 9.9475 -7.0500 13.6902  -0.333
H27 10.5081 -7.1499 15.6512  0.332
H28 11.7718 -6.4185 14.5727  0.064
H29 10.2725 -5.5603 14.9672  0.038
H30 9.0338 -6.8090 13.8594  0.314
C13 17.0401 -3.0674 11.5717  -0.377
O9 17.7565 -3.3192 10.3995  -0.614
H31 17.7666 -3.1388 12.3811  0.435
H32 16.4902 -2.1289 11.5014  0.337
H33 16.3332 -3.8892 11.6851  -0.094
H34 18.4696 -3.9324 10.5917  0.297
C14 7.5330 -7.8908 11.0198  -0.551
O10 8.3708 -8.8037 10.2965  -0.473
H35 6.5603 -7.9153 10.5284  0.439
H36 7.2453 -8.2290 12.0153  0.313
H37 7.9630 -6.8894 11.0372  0.024
H38 7.9585 -9.6687 10.2372  0.257
C15 9.7095 -1.6695 7.8782  -0.516
O11 9.3585 -0.4205 7.2416  -0.589
H39 10.4804 -1.4464 8.6158  0.185
H40 8.8802 -2.0586 8.4689  0.454
H41 9.9435 -2.4398 7.1433  0.121
H42 9.2956 0.2705 7.9050  0.337
C16 12.7860 -3.3446 5.6531  -0.461
O12 11.9553 -4.4243 6.0415  -0.408
H43 12.2284 -2.4115 5.7337  0.261
H44 13.6756 -3.2668 6.2782  0.021
H45 13.1674 -3.5636 4.6558  0.362
H46 11.4168 -4.6970 5.2950  0.245
C17 17.1396 -5.5295 7.6392  -0.448
O13 16.5758 -4.5333 6.8011  -0.541
H47 16.4096 -5.8169 8.3960  -0.176
H48 17.4048 -6.4575 7.1326  0.392
H49 18.0025 -5.1182 8.1629  0.379
H50 16.4727 -3.7500 7.3464  0.303
C18 13.6174 -7.2003 6.5466  -0.765
O14 12.7654 -6.4606 7.4786  0.113
H51 13.2265 -7.0711 5.5373  0.397
H52 14.6217 -6.7810 6.4868  0.151
H53 13.7448 -8.2684 6.7226  0.334
H54 12.5628 -5.6662 6.9792  0.000
C19 14.2396 -3.2352 15.2085  -0.359
O15 12.9223 -2.8723 14.8782  -0.482
H55 14.6060 -2.9582 16.1970  0.328
H56 14.3738 -4.3104 15.0902  0.057
H57 14.8445 -2.7877 14.4199  0.189
H58 12.7810 -3.0381 13.9432  0.253
C20 7.8136 -4.9063 13.3663  -0.105
O16 7.4641 -6.1398 13.9727  -0.674
H59 7.1568 -4.1176 13.7335  0.580
H60 8.8202 -4.5436 13.5748  -0.445
H61 7.7471 -4.9552 12.2795  0.104
H62 6.5042 -6.1271 13.9713  0.381
C21 11.1478 -9.1484 11.5998  -0.931
O17 11.6486 -7.8350 11.3552  1.208
H63 11.9627 -9.7636 11.9814  0.262
H64 10.3263 -9.1627 12.3160  0.281
H65 10.7207 -9.6105 10.7098  0.367
H66 11.6341 -7.4201 12.2207  -0.481
C22 9.6813 -6.0416 7.9654  -0.581
O18 10.2784 -7.0418 8.8197  -0.449
H67 9.8577 -6.2409 6.9084  0.279
H68 8.6256 -5.8344 8.1401  0.436
H69 10.1933 -5.0983 8.1559  -0.032
H70 9.5603 -7.6469 9.0192  0.100
C23 9.1356 -2.0067 15.0738  -0.026
O19 8.0750 -1.1583 14.7284  -0.540
H71 9.8784 -1.3184 15.4770  0.421
H72 8.9097 -2.8022 15.7840  0.256
H73 9.5384 -2.4731 14.1748  -0.385
H74 8.0016 -0.3868 15.2949  0.306

Output
HOMO (spin up / spin down) (eV): -13.154 / -13.154
⟨S²⟩: 3.77
HOMO-LUMO gap (spin up / spin down) (Eh): 0.1527 / 0.1737
DFT total energy (Ha): -4398.9498
Molar mass (g mol⁻¹): 835.91
Spin multiplicity: 4
Total charge: +2
ΔE to the lowest compared entry with this formula, charge and spin (kcal per mole): 10.4

=====

[2]
The following is a quantum chemistry calculation of 2 unconnected molecules or ions with the total composition C6H11NO at a distorted geometry, from the OMol25 dataset.

Last column: Mulliken charge in e.
Atoms and positions in Å:
C1 0.4212 0.2414 -2.0533  -1.451
C2 0.3129 -0.1176 -0.6040  1.527
C3 1.2457 -0.8730 0.1411  -1.319
C4 0.6535 -1.3603 1.2761  -0.438
N1 -0.6491 -0.9304 1.2050  0.029
C5 -0.8701 -0.1521 0.1119  0.010
C6 -2.2160 0.4015 -0.1766  -1.327
H1 1.4020 0.5973 -2.3712  0.367
H2 0.2558 -0.6239 -2.6868  0.271
H3 -0.3104 1.0109 -2.2315  0.351
H4 2.2675 -1.0754 -0.1396  0.480
H5 0.9765 -1.9633 2.1056  0.384
H6 -1.3137 -1.1652 1.9270  0.188
H7 -2.1206 1.1700 -0.9334  0.296
H8 -2.6300 0.9409 0.6808  0.358
H9 -2.9482 -0.3271 -0.5263  0.278
O1 1.7638 1.8094 1.3992  -0.653
H10 2.5578 1.3140 1.1419  0.323
H11 1.2014 1.1029 1.7342  0.327

Output
HOMO (eV): -8.052
SMILES string: Cc1cc[nH]c1C.O
HOMO-LUMO gap (Eh): 0.3291
DFT total energy (Ha): -365.2072
Molar mass (g mol⁻¹): 113.16
ΔE to the lowest compared entry with this formula, charge and spin (kcal per mole): 15.2

=====

Q: Which value of ΔE to the lowest compared entry with this formula, charge and spin does entry 2 give?
A: 15.2 kcal per mole

=====

Q: ΔE to the lowest compared entry with this formula, charge and spin of number 1 (C23H74F2N2O19S2V)?
A: 10.4 kcal per mole